one) Density functional theory data (ωB97M-V/def2-TZVPD) for a cluster of 2 separate species, C8H13NS in total.

```
23
Properties=species:S:1:pos:R:3:lowdin_charge:R:1
C -1.57 -0.04 0.54 -0.2273
C 0.43 1.09 1.05 -0.3612
C -2.88 -0.14 0.40 0.0283
C -1.19 -0.87 -3.09 -0.3864
C 1.31 -1.92 -2.36 -0.3225
C 1.62 0.87 1.68 -0.1040
C -0.16 2.46 0.91 -0.0485
C 2.10 -0.52 2.06 -0.0882
N -0.37 0.03 0.55 0.0405
S -0.22 -1.35 -1.80 0.8724
H -3.30 0.21 -0.56 0.0626
H -3.48 -0.69 1.01 0.0117
H -1.18 -1.36 -4.07 -0.0002
H -2.25 -0.74 -2.76 -0.0127
H 1.24 -2.50 -3.28 -0.0004
H 2.04 -2.03 -1.64 -0.0526
H 2.30 1.75 2.01 0.1338
H -0.78 2.48 1.87 0.1070
H -0.83 2.48 0.02 0.0895
H 0.66 3.19 1.04 0.0783
H 3.20 -0.61 1.92 0.0905
H 1.59 -1.17 1.43 0.0270
H 1.72 -0.61 3.05 0.0625
```

Output
Gap between HOMO and LUMO (alpha / beta) (eV): 7.8 / 7.9
Highest occupied orbital energy (alpha / beta) (eV): -7.628 / -7.758

two) Density functional theory data (ωB97M-V/def2-TZVPD) for an isolated molecule of C8H13NS.

```
23
Properties=species:S:1:pos:R:3:lowdin_charge:R:1
C 3.00 -0.73 0.01 0.0975
C 1.76 -0.24 0.17 -0.3517
N 1.54 1.11 -0.18 0.1245
C 0.37 1.49 -0.05 -0.4370
C -0.25 2.71 -0.62 -0.0681
S -0.87 0.17 0.43 0.9818
C -1.97 -0.38 -1.44 -0.0885
C -1.73 0.13 1.91 -0.3226
C 0.54 -1.02 0.59 -0.4227
C 0.26 -2.13 -0.31 -0.1274
H 3.73 -0.01 -0.20 0.0437
H 3.30 -1.80 0.07 0.0881
H -1.23 2.91 -0.06 0.1014
H -0.53 2.57 -1.70 0.1096
H 0.33 3.59 -0.54 0.0616
H -2.72 0.53 -1.44 -0.0170
H -2.48 -1.25 -1.10 -0.0767
H -2.86 0.17 1.78 0.0131
H -1.33 0.71 2.69 -0.0428
H 0.70 -1.30 1.63 0.1329
H -0.38 -1.76 -1.17 0.0434
H -0.36 -2.84 0.15 0.0687
H 1.20 -2.61 -0.62 0.0880
```

Output
Gap between HOMO and LUMO (eV): 7.8
Highest occupied orbital energy (eV): -7.789
Structure (SMILES): C=C1N=C(C)S(=C)(=C)[C@H]1C

The computed energies, referenced to the most stable structure and given in eV, are one) 0.000; two) 1.687.

one) Density functional theory data (ωB97M-V/def2-TZVPD) for a cluster of 3 separate species, C3H11NO3S in total.

```
19
Properties=species:S:1:pos:R:3:lowdin_charge:R:1
N 1.90 0.41 0.18 0.0576
C 0.59 0.38 -0.47 -0.4187
C -0.17 1.64 -0.01 -0.2299
O -0.70 1.77 1.07 0.0470
C -0.16 -0.95 -0.25 -0.5807
S -0.01 -2.09 -1.57 0.7366
H 1.83 -0.03 1.08 0.0337
H 2.70 0.31 -0.42 0.0816
H 0.83 0.55 -1.52 0.1212
H -0.38 2.42 -0.76 0.1226
H -0.01 -1.37 0.76 0.0826
H -1.24 -0.82 -0.08 0.0609
H 1.29 -2.54 -1.57 -0.1179
O -2.90 1.26 -1.06 -0.0468
H -2.65 0.73 -0.32 -0.0001
H -2.70 2.20 -0.90 0.0482
O 1.46 -0.37 3.17 -0.0637
H 0.72 -0.07 2.60 0.0251
H 2.03 0.40 3.03 0.0406
```

Output
Gap between HOMO and LUMO (eV): 9.7
Highest occupied orbital energy (eV): -9.179
Structure (SMILES): N[C@H](C=O)CS.O.O

two) Density functional theory data (ωB97M-V/def2-TZVPD) for a cluster of 3 separate species, C3H11NO3S in total.

```
19
Properties=species:S:1:pos:R:3:lowdin_charge:R:1
N -1.86 0.74 0.25 0.1611
C -0.97 1.68 -0.22 -0.5472
O -1.14 2.87 -0.12 0.0720
C 0.40 1.02 -0.48 -0.1878
C 1.06 1.02 0.89 -0.6177
S 2.63 0.12 0.90 0.7013
H -1.88 -0.21 -0.07 0.0878
H -2.76 1.13 0.50 0.1104
H 0.90 1.60 -1.23 0.1115
H 0.42 -0.02 -0.81 0.0642
H 1.13 2.01 1.35 0.0846
H 0.46 0.64 1.73 0.0802
H 3.16 0.96 -0.06 -0.1018
O -0.50 -1.96 -1.86 -0.0689
H -1.40 -2.27 -2.08 0.0511
H -0.08 -2.54 -1.23 0.0101
O -0.23 -2.35 0.81 -0.0665
H 0.49 -2.94 1.06 0.0677
H 0.19 -1.49 0.67 -0.0120
```

Output
Gap between HOMO and LUMO (eV): 9.7
Highest occupied orbital energy (eV): -9.315
Structure (SMILES): NC(=O)CCS.O.O

The computed energies, referenced to the most stable structure and given in eV, are one) 1.508; two) 0.000.

one) Density functional theory data (ωB97M-V/def2-TZVPD) for a structure of composition C2H5N.

```
8
Properties=species:S:1:pos:R:3:lowdin_charge:R:1
C -0.77 -0.25 -0.20 -0.1982
C 0.94 0.51 0.29 -0.1272
N -0.17 1.12 0.12 -0.0971
H -0.46 -1.15 0.37 0.0720
H -1.86 -0.29 -0.12 0.0863
H -0.67 -0.58 -1.25 0.0755
H 1.67 0.34 -0.53 0.0950
H 1.31 0.30 1.31 0.0937
```

Output
Gap between HOMO and LUMO (eV): 7.9
Highest occupied orbital energy (eV): -7.764

two) Density functional theory data (ωB97M-V/def2-TZVPD) for a cluster of 2 separate species, C2H5N in total.

```
8
Properties=species:S:1:pos:R:3:lowdin_charge:R:1
C 0.61 0.13 0.13 -0.3720
C -0.69 -0.54 0.04 -0.1635
N 1.77 -0.27 -0.20 0.0547
H 0.34 1.72 0.31 0.1601
H -0.63 -1.55 -0.52 0.1058
H -1.32 0.05 -0.73 0.0944
H -1.48 -0.45 0.78 0.0581
H 2.62 0.31 -0.25 0.0624
```

Output
Gap between HOMO and LUMO (eV): 10.3
Highest occupied orbital energy (eV): -9.152

three) Density functional theory data (ωB97M-V/def2-TZVPD) for an isolated molecule of C2H5N.

```
8
Properties=species:S:1:pos:R:3:lowdin_charge:R:1
C 1.14 -0.22 0.72 -0.1076
N 0.56 0.58 -0.08 -0.1063
C -0.85 0.27 -0.48 -0.1492
H 2.20 -0.09 0.84 0.0454
H 0.46 -1.17 1.18 0.1267
H -0.77 0.05 -1.60 0.0995
H -1.39 1.16 -0.52 0.0410
H -1.35 -0.58 -0.06 0.0504
```

Output
Gap between HOMO and LUMO (eV): 11.1
Highest occupied orbital energy (eV): -9.805
Structure (SMILES): C=NC

The computed energies, referenced to the most stable structure and given in eV, are one) 2.763; two) 1.396; three) 0.000.

one) Density functional theory data (ωB97M-V/def2-TZVPD) for a cluster of 12 separate species, C6H38N2O11 in total.

```
57
Properties=species:S:1:pos:R:3:lowdin_charge:R:1
C -2.62 -2.37 -0.61 -0.1259
N -2.45 -1.26 0.32 -0.1075
C -1.37 -0.29 0.05 -0.1985
C -1.84 0.95 -0.69 -0.3693
N -2.84 1.66 0.17 0.0552
C -0.77 1.94 -1.13 -0.3795
C -1.29 3.17 -1.89 -0.0611
C 0.35 1.28 -1.96 -0.0881
H -1.75 -2.70 -1.20 0.0706
H -3.22 -2.14 -1.49 0.0582
H -3.03 -3.20 -0.06 0.0788
H -3.22 -0.60 0.43 0.0716
H -0.58 -0.83 -0.53 0.1152
H -0.73 -0.05 0.88 0.0964
H -2.42 0.57 -1.55 0.1415
H -2.49 2.03 1.04 0.0679
H -3.30 2.40 -0.35 0.0679
H -0.36 2.22 -0.12 0.1439
H -0.47 3.49 -2.53 0.0740
H -1.45 4.01 -1.22 0.0747
H -2.22 2.97 -2.42 0.0746
H -0.08 0.96 -2.90 0.0929
H 1.10 0.63 -1.48 0.0392
H 1.08 2.05 -2.25 0.0716
O 3.33 1.54 3.22 -0.0839
H 2.47 1.55 3.67 0.0069
H 3.61 0.62 3.34 0.0011
O 2.52 1.03 0.50 -0.0697
H 2.33 0.30 1.11 0.0340
H 2.43 1.68 1.24 0.0512
O 2.98 -1.82 -2.60 -0.0667
H 3.88 -1.87 -2.92 0.0813
H 2.54 -1.01 -2.89 0.0378
O 0.65 2.22 3.29 -0.0848
H 0.28 1.33 3.49 -0.0114
H 0.49 2.75 4.07 0.0505
O 2.46 -4.29 -1.43 -0.0932
H 1.60 -4.25 -0.98 0.0298
H 2.60 -3.54 -2.02 -0.0279
O -5.15 -0.99 -1.80 -0.0661
H -4.78 -1.40 -1.01 0.0072
H -4.53 -0.25 -1.87 0.0239
O 0.37 -2.62 -2.42 -0.0462
H 0.61 -2.84 -3.32 0.0542
H 0.85 -1.83 -2.15 0.0031
O 0.11 -0.34 3.70 -0.0732
H 0.18 -0.74 4.57 0.0665
H -0.83 -0.38 3.36 0.0091
O -2.51 -0.07 3.40 -0.0422
H -2.38 0.72 2.85 0.0426
H -2.67 -0.77 2.74 0.0517
O 3.32 0.62 -2.07 -0.0915
H 3.43 1.37 -1.47 0.0442
H 3.57 -0.06 -1.44 0.0284
O 4.18 -1.08 2.82 -0.0351
H 4.44 -0.67 1.98 0.0496
H 3.59 -1.77 2.53 0.0547
```

Output
Gap between HOMO and LUMO (eV): 9.3
Highest occupied orbital energy (eV): -9.226
Structure (SMILES): CNC[C@@H](N)C(C)C.O.O.O.O.O.O.O.O.O.O.O

two) Density functional theory data (ωB97M-V/def2-TZVPD) for a cluster of 12 separate species, C6H38N2O11 in total.

```
57
Properties=species:S:1:pos:R:3:lowdin_charge:R:1
C -1.37 3.20 0.94 -0.0732
C -2.15 1.88 1.12 -0.3553
N -3.64 1.80 0.68 0.0617
C -1.52 0.56 0.47 -0.1385
C 0.06 0.34 0.70 -0.2170
C 0.24 -0.75 1.75 -0.2047
C -0.52 -0.48 3.16 -0.2855
N -1.02 -1.79 3.52 -0.0596
H -2.15 4.03 0.93 0.1036
H -0.85 3.55 1.76 0.0290
H -0.56 3.10 0.17 0.0789
H -2.35 1.78 2.32 0.1506
H -3.70 1.88 -0.32 0.0019
H -4.22 2.40 0.98 -0.0186
H -2.01 -0.27 0.97 0.0839
H -1.61 0.53 -0.73 0.1312
H 0.41 1.37 0.81 0.0831
H 0.57 -0.24 -0.14 0.0944
H 1.32 -0.97 1.88 0.0672
H 0.06 -1.84 1.29 0.1319
H -1.31 0.36 3.12 0.0949
H 0.22 -0.10 3.90 0.1099
H -1.93 -1.99 3.09 0.0615
H -1.34 -1.60 4.60 0.1317
O -3.46 -0.17 -2.57 -0.0563
H -3.86 0.61 -3.07 0.0730
H -4.17 -0.60 -2.19 -0.0097
O 0.08 -4.07 -1.20 -0.0824
H -0.76 -3.54 -0.85 0.1119
H 0.72 -3.42 -1.17 -0.0752
O 3.42 -0.34 0.25 -0.0663
H 2.78 -0.76 0.71 -0.0519
H 3.79 -1.14 -0.37 0.0583
O 2.14 -3.59 2.20 0.0235
H 2.72 -3.39 2.87 0.0020
H 1.36 -3.98 2.41 -0.0102
O -0.64 2.10 -4.34 -0.0864
H -0.02 1.45 -4.09 -0.0580
H -1.40 1.54 -4.75 0.0918
O -3.41 3.04 -2.18 -0.0915
H -3.33 2.41 -1.42 -0.0208
H -2.44 3.15 -2.44 0.0669
O 0.65 -0.02 -3.28 -0.0678
H 1.23 0.44 -2.60 0.0565
H -0.11 -0.30 -2.74 0.0818
O 1.93 1.22 -1.17 -0.0737
H 2.51 0.66 -0.70 -0.0422
H 1.72 2.14 -0.88 0.0881
O 3.66 1.04 3.10 -0.0602
H 3.24 1.87 3.12 0.0019
H 4.12 1.02 2.23 0.0425
O 4.39 -2.26 -1.23 -0.0819
H 3.72 -2.44 -1.97 0.0634
H 3.96 -2.96 -0.59 0.1278
O 1.76 -2.14 -2.32 -0.1133
H 1.36 -1.39 -2.93 0.0503
H 1.72 -2.98 -2.78 0.0450
```

Output
Gap between HOMO and LUMO (eV): 9.7
Highest occupied orbital energy (eV): -9.533
Structure (SMILES): C[C@@H](N)CCCCN.O.O.O.O.O.O.O.O.O.O.O

The computed energies, referenced to the most stable structure and given in eV, are one) 0.000; two) 3.439.